Entry 1:
DFT (ωB97M-V/def2-TZVPD) results for a structure of composition C3H2FLiMgO2 at a distorted geometry.

HOMO energy (eV): -16.582
Charge: +2
Energy above the lowest of the compared OMol25 structures with the same formula, charge and spin (kcal/mol): 12.96
Frontier orbital gap (eV): 5.258
Calculated total energy (eV): -15585.9541

The geometry in XYZ format:
```
10
C3H2FLiMgO2 (ωB97M-V/def2-TZVPD)
Mg 3.58015 0.60544 -0.60792
F -1.03163 1.37146 0.74641
O 0.56968 0.16612 -0.42949
O 1.46742 0.23871 1.50772
C 1.65096 0.62911 0.37672
C -1.70149 -0.29290 -0.67575
C -0.72703 0.44520 -0.15158
Li 0.39495 -1.95124 0.99870
H -2.73105 -0.15095 -0.35321
H -1.47195 -1.06094 -1.41160
```

Entry 2:
DFT (ωB97M-V/def2-TZVPD) results for a structure of composition C3H2FLiO3Tl at a distorted geometry.

HOMO energy (spin up / spin down) (eV): -5.747 / -8.021
Multiplicity: 2
Energy above the lowest of the compared OMol25 structures with the same formula, charge and spin (kcal/mol): 4.39
Frontier orbital gap (spin up / spin down) (eV): 5.423 / 7.310
Calculated total energy (eV): -16898.3759

The geometry in XYZ format:
```
11
C3H2FLiO3Tl (ωB97M-V/def2-TZVPD)
Tl -1.92828 -2.83187 -0.75871
F -0.86204 1.93670 0.67651
O 1.03718 -0.31888 1.04346
O -0.18040 -2.14724 0.53139
O 0.49986 -0.61536 -1.00623
C 0.58713 0.79391 -0.79803
C 0.92199 0.99015 0.54892
C 0.41009 -1.14536 0.19825
Li -2.31158 0.39744 -0.25772
H 1.01942 1.53615 1.49130
H 0.80663 1.40435 -1.66914
```

Entry 3:
DFT (ωB97M-V/def2-TZVPD) results for a structure of composition C3H2FLiO3Zn at a distorted geometry.

HOMO energy (eV): -6.398
Frontier orbital gap (eV): 5.100
Calculated total energy (eV): -60625.4236

The geometry in XYZ format:
```
11
C3H2FLiO3Zn (ωB97M-V/def2-TZVPD)
Zn 0.77427 -1.84176 2.30835
F 1.72405 1.38701 -0.78331
O -0.92805 -1.28481 -1.24959
O 0.97032 -0.45241 0.16912
O -0.15270 -2.62485 0.37620
C 0.76412 0.81676 -0.02817
C -0.14508 -1.76519 -0.46451
C -0.30382 1.55404 0.33728
Li -1.35316 0.48272 -1.80033
H -0.31492 2.62275 0.12496
H -1.03501 1.10575 1.01001
```

Entry 4:
DFT (ωB97M-V/def2-TZVPD) results for a structure of composition C3H2FMnO4 at a distorted geometry.

HOMO energy (spin up / spin down) (eV): -16.884 / -19.520
Charge: +2
Multiplicity: 7
Energy above the lowest of the compared OMol25 structures with the same formula, charge and spin (kcal/mol): 0.90
Frontier orbital gap (spin up / spin down) (eV): 5.015 / 7.385
Calculated total energy (eV): -45348.6980

The geometry in XYZ format:
```
11
C3H2FMnO4 (ωB97M-V/def2-TZVPD)
Mn -3.69787 1.19127 1.47435
F 0.84531 -2.07416 0.08735
O -0.33229 0.88752 0.92883
O -0.87695 -0.79541 -0.49598
O -2.41772 0.29921 0.57025
O 3.53108 1.06757 -0.28325
C -1.21760 0.15440 0.35276
C 0.43122 -1.14356 -0.75506
C 2.51011 1.07646 -0.76811
H 0.60706 0.71348 0.69407
H 0.61765 -1.37680 -1.80521
```

Entry 5:
DFT (ωB97M-V/def2-TZVPD) results for an isolated molecule of C3H2FNO at a distorted geometry.

HOMO energy (spin up / spin down) (eV): -9.185 / -9.183
Energy above the lowest of the compared OMol25 structures with the same formula, charge and spin (kcal/mol): 98.92
Frontier orbital gap (spin up / spin down) (eV): 8.400 / 8.398
Calculated total energy (eV): -9393.2185

The geometry in XYZ format:
```
8
C3H2FNO (ωB97M-V/def2-TZVPD)
F 2.38638 -1.47308 1.74420
O 0.25794 0.65672 -1.88057
N -0.61749 0.32320 0.23726
C -0.71782 0.61190 -1.19373
C 1.22877 -1.19121 1.10576
C 0.55817 0.06652 0.71524
H -1.68028 0.89946 -1.49626
H -1.41567 0.10649 0.76812
```

Entry 6:
DFT (ωB97M-V/def2-TZVPD) results for a structure of composition C3H2FNOS at a distorted geometry.

HOMO energy (eV): -10.645
Energy above the lowest of the compared OMol25 structures with the same formula, charge and spin (kcal/mol): 83.80
Frontier orbital gap (eV): 9.329
Calculated total energy (eV): -20229.0997

The geometry in XYZ format:
```
9
C3H2FNOS (ωB97M-V/def2-TZVPD)
S 2.25060 1.15673 -0.43572
F 4.06169 -1.25105 0.00822
O 2.73210 1.98719 0.64932
N 1.55518 -1.48706 0.23092
C 2.46523 -0.68297 0.01378
C 0.47654 0.57417 -0.18511
C 0.44000 -0.74750 0.06736
H -0.33986 -1.47948 0.24392
H -0.39380 1.20305 -0.39604
```

Entry 7:
DFT (ωB97M-V/def2-TZVPD) results for a cluster of 2 separate species, C3H2FP in total at a distorted geometry.

HOMO energy (spin up / spin down) (eV): -6.573 / -10.366
Multiplicity: 3
Energy above the lowest of the compared OMol25 structures with the same formula, charge and spin (kcal/mol): 1.08
Frontier orbital gap (spin up / spin down) (eV): 6.933 / 7.458
Calculated total energy (eV): -15140.8595

The geometry in XYZ format:
```
7
C3H2FP (ωB97M-V/def2-TZVPD)
P 2.49526 0.76311 -0.20764
F -2.60870 -0.14441 0.62991
C -0.70200 -0.33573 -0.97481
C 1.60887 0.33657 0.95898
C -1.63141 -0.19382 -0.22160
H 0.72761 -0.05701 1.42745
H 0.11037 -0.36870 -1.61229
```

Entry 8:
DFT (ωB97M-V/def2-TZVPD) results for a structure of composition C3H2FeLi2O3 at a distorted geometry.

HOMO energy (spin up / spin down) (eV): -14.628 / -14.524
Charge: +2
Multiplicity: 5
Frontier orbital gap (spin up / spin down) (eV): 6.639 / 6.220
Calculated total energy (eV): -44062.3655

The geometry in XYZ format:
```
11
C3H2FeLi2O3 (ωB97M-V/def2-TZVPD)
Fe -3.16359 -1.87624 0.49961
O 2.09791 0.80608 0.44241
O -0.76216 -0.89392 -0.76580
O -3.13157 -0.37864 -0.73299
C 1.24041 -0.07174 0.34168
C -0.10945 0.19302 -0.35551
C -2.13401 -0.90524 -0.91400
Li 3.31137 1.31990 -0.73562
Li 1.86628 1.69700 1.98254
H 1.32116 -1.07425 0.76216
H -0.53634 1.18403 -0.52450
```

Entry 9:
DFT (ωB97M-V/def2-TZVPD) results for a structure of composition C3H2FeO2 at a distorted geometry.

HOMO energy (spin up / spin down) (eV): -19.283 / -19.221
Charge: +2
Multiplicity: 5
Energy above the lowest of the compared OMol25 structures with the same formula, charge and spin (kcal/mol): 0.00
Frontier orbital gap (spin up / spin down) (eV): 6.953 / 5.569
Calculated total energy (eV): -41599.7203

The geometry in XYZ format:
```
8
C3H2FeO2 (ωB97M-V/def2-TZVPD)
Fe 2.33236 0.31465 0.00531
O -0.43372 -1.08812 0.51408
O -0.73155 0.75388 -0.48512
C -1.80918 -0.90280 0.42145
C 0.17193 -0.03247 0.06481
C -1.98616 0.29314 -0.19445
H -2.65424 -0.17902 -1.04461
H -2.41624 -1.40604 1.16900
```

Entry 10:
DFT (ωB97M-V/def2-TZVPD) results for an isolated molecule of C3H2I2O at a distorted geometry.

HOMO energy (eV): -9.537
Energy above the lowest of the compared OMol25 structures with the same formula, charge and spin (kcal/mol): 4.83
Frontier orbital gap (eV): 9.173
Calculated total energy (eV): -21390.4932

The geometry in XYZ format:
```
8
C3H2I2O (ωB97M-V/def2-TZVPD)
I 0.44062 3.46413 0.57196
I 2.83748 -1.01660 1.38991
O 2.77572 2.05595 2.00156
C 1.88313 1.92165 1.26907
C 1.49321 0.38843 0.64440
C 0.61909 0.02088 -0.21890
H 0.71437 -0.95979 -0.56707
H -0.23708 0.65952 -0.47001
```

Entry 11:
DFT (ωB97M-V/def2-TZVPD) results for a cluster of 2 separate species, C3H2I4 in total at a distorted geometry.

HOMO energy (spin up / spin down) (eV): -8.498 / -8.509
Energy above the lowest of the compared OMol25 structures with the same formula, charge and spin (kcal/mol): 56.97
Frontier orbital gap (spin up / spin down) (eV): 5.120 / 5.134
Calculated total energy (eV): -35541.9295

The geometry in XYZ format:
```
9
C3H2I4 (ωB97M-V/def2-TZVPD)
I -3.52321 -0.08001 -0.84381
I -0.79201 -2.41779 0.66787
I 2.73829 0.82487 -0.69836
I -0.48638 2.57532 0.78998
C 0.22859 -0.54553 0.66180
C -0.30825 0.67031 0.04860
C 0.76554 -0.00880 -0.64678
H 0.57223 -0.55873 -1.55665
H 0.80518 -0.45964 1.57734
```

Entry 12:
DFT (ωB97M-V/def2-TZVPD) results for a structure of composition C3H2IN2O3S at a distorted geometry.

HOMO energy (spin up / spin down) (eV): -1.811 / -6.016
Charge: -1
Multiplicity: 3
Frontier orbital gap (spin up / spin down) (eV): 4.707 / 5.784
Calculated total energy (eV): -31198.0336

The geometry in XYZ format:
```
12
C3H2IN2O3S (ωB97M-V/def2-TZVPD)
I 2.59730 0.85540 0.79801
S 0.62701 -0.75608 -1.16124
O 1.38865 0.06026 -2.07262
O 1.24989 -2.01540 -0.79481
O -0.76855 -0.94316 -1.27992
N -0.18959 1.40862 0.10329
N -0.30654 -1.45078 2.16281
C 0.08709 -0.59733 1.44933
C 0.63554 0.31609 0.46585
C -1.41909 1.10335 0.14162
H -1.84952 0.07533 0.44026
H -2.05220 1.94369 -0.25257
```

Entry 13:
DFT (ωB97M-V/def2-TZVPD) results for a structure of composition C3H2InO2 at a distorted geometry.

HOMO energy (spin up / spin down) (eV): -26.947 / -25.772
Charge: +3
Energy above the lowest of the compared OMol25 structures with the same formula, charge and spin (kcal/mol): 80.56
Frontier orbital gap (spin up / spin down) (eV): 8.509 / 6.961
Calculated total energy (eV): -12364.2653

The geometry in XYZ format:
```
8
C3H2InO2 (ωB97M-V/def2-TZVPD)
In 3.13574 -0.27456 -0.79212
O 1.36226 -0.02861 -0.62813
O -0.84442 0.26081 -0.53095
C -1.28494 1.82919 0.89869
C -1.04159 0.51491 0.80605
C 0.26507 -0.55893 -0.53986
H 0.10130 -1.64104 -0.65885
H -1.69341 -0.10177 1.44517
```

Entry 14:
DFT (ωB97M-V/def2-TZVPD) results for a structure of composition C3H2IrO2 at a distorted geometry.

HOMO energy (spin up / spin down) (eV): -17.591 / -22.481
Charge: +2
Multiplicity: 6
Energy above the lowest of the compared OMol25 structures with the same formula, charge and spin (kcal/mol): 8.72
Frontier orbital gap (spin up / spin down) (eV): 7.035 / 8.722
Calculated total energy (eV): -10047.9871

The geometry in XYZ format:
```
8
C3H2IrO2 (ωB97M-V/def2-TZVPD)
Ir -1.46843 2.46768 -1.09045
O -0.53895 -0.32675 -1.03138
O 0.32854 0.98782 0.56562
C -0.33659 1.00113 -0.69260
C 0.06167 -1.10541 -0.07419
C 0.56617 -0.32069 0.88025
H 1.22761 -0.53642 1.71297
H 0.15998 -2.16736 -0.27023
```

Entry 15:
DFT (ωB97M-V/def2-TZVPD) results for a structure of composition C3H2LiMnO3 at a distorted geometry.

HOMO energy (spin up / spin down) (eV): -16.350 / -18.217
Charge: +2
Multiplicity: 7
Frontier orbital gap (spin up / spin down) (eV): 7.117 / 8.861
Calculated total energy (eV): -40790.5757

The geometry in XYZ format:
```
10
C3H2LiMnO3 (ωB97M-V/def2-TZVPD)
Mn 0.30174 -3.16782 1.43255
O 0.58864 2.91548 -1.03155
O 0.62402 -0.51007 -0.32235
O -0.50072 -1.22279 1.47083
C 0.37198 0.80672 0.07475
C 0.06270 -1.50435 0.39654
C 0.34865 1.73988 -1.06480
Li 1.07428 4.47214 -1.99107
H 1.00405 1.15242 0.90393
H -0.82270 1.06619 0.00568
```

Entry 16:
DFT (ωB97M-V/def2-TZVPD) results for a structure of composition C3H2LuNOP at a distorted geometry.

HOMO energy (eV): -20.379
Charge: +3
Frontier orbital gap (eV): 3.050
Calculated total energy (eV): -49549.5126

The geometry in XYZ format:
```
9
C3H2LuNOP (ωB97M-V/def2-TZVPD)
Lu 0.66569 3.85055 -0.62665
P 0.96779 -1.08512 1.15425
O 0.88069 0.79701 0.98846
N -0.53707 1.81748 -0.69779
C -1.44048 -1.79096 -0.36548
C -0.45230 -1.51580 0.28103
C 0.20403 1.26603 0.06175
H -2.27974 -2.02204 -0.99653
H 1.99138 -1.31715 0.20097
```

Entry 17:
DFT (ωB97M-V/def2-TZVPD) results for an isolated molecule of C3H2N2O at a distorted geometry.

HOMO energy (spin up / spin down) (eV): -8.559 / -8.556
Energy above the lowest of the compared OMol25 structures with the same formula, charge and spin (kcal/mol): 68.71
Frontier orbital gap (spin up / spin down) (eV): 6.600 / 6.594
Calculated total energy (eV): -8166.7335

The geometry in XYZ format:
```
8
C3H2N2O (ωB97M-V/def2-TZVPD)
O 0.03349 2.15969 0.11875
N -2.46660 -0.47437 0.49380
N -0.35470 -0.77521 -0.67243
C -1.48247 -0.58682 -0.12131
C 0.80831 -0.17177 -0.04201
C 0.64395 1.17713 0.17850
H 1.20218 -0.82516 0.79537
H 1.61585 -0.50350 -0.75067
```

Entry 18:
DFT (ωB97M-V/def2-TZVPD) results for a cluster of 2 separate species, C3H2N2O in total at a distorted geometry.

HOMO energy (spin up / spin down) (eV): -10.760 / -10.755
Energy above the lowest of the compared OMol25 structures with the same formula, charge and spin (kcal/mol): 255.52
Frontier orbital gap (spin up / spin down) (eV): 8.198 / 8.224
Calculated total energy (eV): -8158.6324

The geometry in XYZ format:
```
8
C3H2N2O (ωB97M-V/def2-TZVPD)
O -2.99593 -0.49402 -0.12392
N -0.89340 -0.20805 0.93354
N -0.12005 -1.01110 0.32082
C 0.90865 -0.10765 -0.27197
C -0.31478 0.96119 0.55462
C 0.67665 1.43976 -0.11040
H 0.73385 -0.15945 -1.27183
H 2.00501 -0.42067 -0.03086
```

Entry 19:
DFT (ωB97M-V/def2-TZVPD) results for a cluster of 2 separate species, C3H2N2O in total at a distorted geometry.

HOMO energy (eV): -10.403
Energy above the lowest of the compared OMol25 structures with the same formula, charge and spin (kcal/mol): 24.51
Frontier orbital gap (eV): 9.982
Calculated total energy (eV): -8168.6498

The geometry in XYZ format:
```
8
C3H2N2O (ωB97M-V/def2-TZVPD)
O 2.88501 -0.64758 0.43418
N -0.64990 0.21220 -0.59668
N 1.03132 1.84286 0.07333
C -1.65609 -0.20768 0.02198
C 2.35213 -1.48813 -0.10609
C 0.26965 1.06391 -0.27328
H -2.41491 -0.97259 -0.52416
H -1.81720 0.19700 0.97072
```

Entry 20:
DFT (ωB97M-V/def2-TZVPD) results for an isolated molecule of C3H2N2O at a distorted geometry.

HOMO energy (eV): -11.768
Energy above the lowest of the compared OMol25 structures with the same formula, charge and spin (kcal/mol): 24.15
Frontier orbital gap (eV): 11.859
Calculated total energy (eV): -8168.6655

The geometry in XYZ format:
```
8
C3H2N2O (ωB97M-V/def2-TZVPD)
O 1.23717 -0.67561 0.44961
N -1.47765 -0.63106 -2.00760
N -0.71794 0.94352 2.04036
C -0.72305 -0.18620 -1.24508
C 0.31169 0.27150 -0.24496
C -0.27974 0.67067 1.01464
H 0.78605 -1.51579 0.72612
H 0.86347 1.12297 -0.73309
```